[1]
# C4H4N2O2

A single C4H4N2O2 molecule at a distorted geometry (ωB97M-V with the def2-TZVPD basis set, OMol25).

The SMILES is O=C[C@@H]1C=NN=CO1. The max |F| comes out at 0.1392 hartree/bohr. The LUMO energy comes out at -0.269 eV. For the HOMO energy, the calculation gives -9.40 eV. The electronic energy comes out at -414.63479 a.u.

Geometry (Å):
O -1.350 -1.076 -1.003
C -1.485 0.062 -0.354
C -0.481 0.306 0.871
C 0.443 1.153 -0.125
N 1.433 0.619 -0.814
N 1.373 -0.781 -0.872
C 0.944 -1.437 0.244
O 0.260 -0.741 1.185
H -1.894 0.866 -1.028
H -0.748 1.186 1.688
H 0.526 2.325 -0.134
H 0.979 -2.482 0.343

[2]
# C14H20BrF6N2O4

A 3-piece molecular cluster, C14H20BrF6N2O4 overall at a distorted geometry (ωB97M-V with the def2-TZVPD basis set, OMol25).

The max |F| comes out at 0.0936 hartree/bohr. The LUMO energy comes out at -3.164 eV. For the HOMO energy, the calculation gives -13.32 eV. The electronic energy comes out at -4128.93368 a.u. The total charge is +1.

Geometry (Å):
C 1.173 4.073 3.491
C 0.393 4.233 2.117
Br -0.779 2.629 1.987
C 1.342 4.423 0.875
N 2.191 3.228 0.661
C 1.837 2.183 -0.238
C 2.949 1.283 -0.055
N 3.838 1.802 0.879
C 3.375 3.024 1.304
H 1.732 3.101 3.548
H 0.382 4.057 4.284
H 1.922 4.897 3.616
H -0.307 5.110 2.130
H 0.726 4.665 -0.037
H 2.020 5.316 1.013
H 0.926 2.117 -0.862
H 3.068 0.308 -0.586
H 4.711 1.444 1.262
H 3.780 3.767 2.018
C 0.422 -4.878 -3.392
C -0.055 -3.466 -3.663
O 0.669 -2.507 -2.865
C 1.907 -2.229 -3.269
O 2.442 -2.709 -4.225
C 2.544 -1.181 -2.356
F 2.411 -1.484 -1.040
F 1.990 0.037 -2.525
F 3.855 -1.033 -2.575
H 0.353 -5.106 -2.326
H -0.176 -5.599 -3.950
H 1.467 -5.008 -3.677
H -1.104 -3.376 -3.380
H 0.015 -3.209 -4.722
C -4.942 -1.025 2.790
C -3.827 -0.296 2.067
O -2.997 -1.211 1.332
C -3.514 -1.678 0.189
O -4.591 -1.387 -0.242
C -2.521 -2.609 -0.503
F -2.018 -3.533 0.334
F -1.472 -1.926 -1.004
F -3.074 -3.274 -1.526
H -4.533 -1.807 3.433
H -5.525 -0.332 3.397
H -5.618 -1.514 2.087
H -3.180 0.192 2.798
H -4.212 0.484 1.407

[3]
# C42H34I2N3OSb2Se5Tc

C42H34I2N3OSb2Se5Tc as an isolated structure (ωB97M-V with the def2-TZVPD basis set, OMol25).

The multiplicity is 2. The max |F| comes out at 0.0110 hartree/bohr. The LUMO energy (alpha / beta) comes out at -3.974 / -4.251 eV. For the HOMO energy (alpha / beta), the calculation gives -10.09 / -10.17 eV. The electronic energy comes out at -15024.00895 a.u. The total charge is +1.

Geometry (Å):
Tc 2.304 -0.079 0.063
C -1.787 0.098 -0.634
C -1.851 0.959 0.621
C -1.396 0.238 1.886
Sb 0.443 -0.845 1.704
C 1.092 -0.987 3.709
C 1.866 -2.088 4.075
C 2.411 -2.165 5.348
C 2.182 -1.145 6.263
C 1.399 -0.054 5.910
C 0.856 0.026 4.635
C -0.288 -2.784 1.342
C -1.148 -3.352 2.279
C -1.732 -4.583 2.025
C -1.463 -5.246 0.834
C -0.605 -4.683 -0.099
C -0.014 -3.452 0.154
Sb -3.161 -1.588 -0.613
C -4.880 -0.322 -0.736
C -5.931 -0.543 0.150
C -7.044 0.290 0.158
C -7.115 1.356 -0.724
C -6.073 1.588 -1.614
C -4.965 0.755 -1.618
C -2.876 -1.945 -2.702
C -3.870 -1.731 -3.652
C -3.623 -1.973 -4.997
C -2.381 -2.434 -5.408
C -1.385 -2.657 -4.468
C -1.633 -2.414 -3.125
H -0.778 -0.288 -0.821
H -2.058 0.683 -1.515
H -2.883 1.293 0.774
H -1.269 1.875 0.487
H -2.113 -0.533 2.179
H -1.299 0.922 2.730
H 2.049 -2.889 3.366
H 3.012 -3.020 5.627
H 2.606 -1.206 7.256
H 1.212 0.735 6.627
H 0.259 0.892 4.371
H -1.368 -2.841 3.210
H -2.401 -5.023 2.752
H -1.925 -6.203 0.634
H -0.399 -5.197 -1.029
H 0.643 -3.011 -0.587
H -5.890 -1.376 0.843
H -7.854 0.103 0.850
H -7.980 2.005 -0.723
H -6.129 2.416 -2.310
H -4.167 0.943 -2.328
H -4.849 -1.380 -3.349
H -4.407 -1.805 -5.725
H -2.192 -2.623 -6.456
H -0.415 -3.022 -4.779
H -0.841 -2.598 -2.404
Se 4.736 -1.537 -1.703
Se 6.855 -2.446 -1.026
Se 6.739 -2.821 1.137
Se 3.387 -2.158 0.093
I 1.677 -0.130 -5.029
C 1.117 1.323 -3.661
C 0.622 2.568 -4.106
C 0.290 3.566 -3.233
I -0.458 5.360 -3.981
C 0.496 3.380 -1.839
C 0.322 4.358 -0.838
C 0.658 4.077 0.460
C 1.167 2.812 0.778
N 1.313 1.866 -0.126
C 0.975 2.125 -1.419
C 1.222 1.050 -2.321
O 1.666 -0.085 -1.791
H 0.508 2.721 -5.170
H -0.061 5.333 -1.109
H 0.546 4.817 1.239
H 1.461 2.567 1.793
Se 3.890 0.687 3.174
N 3.623 0.899 1.405
C 4.471 1.827 0.966
C 4.609 2.269 -0.384
C 5.529 3.227 -0.652
C 6.357 3.803 0.369
C 6.271 3.400 1.656
C 5.321 2.383 1.992
N 5.160 1.895 3.207
H 4.015 1.831 -1.176
H 5.659 3.566 -1.672
H 7.066 4.568 0.086
H 6.893 3.808 2.439

[4]
# C16H38CuN5O6

C16H38CuN5O6 as an isolated structure at a distorted geometry (ωB97M-V with the def2-TZVPD basis set, OMol25).

The multiplicity is 2. The max |F| comes out at 0.0325 hartree/bohr. The LUMO energy (alpha / beta) comes out at -1.847 / -2.775 eV. For the HOMO energy (alpha / beta), the calculation gives -10.79 / -10.65 eV. The electronic energy comes out at -2998.05158 a.u. The total charge is +1.

Geometry (Å):
Cu -0.172 0.235 -0.201
C 1.354 3.634 -1.751
C 1.571 2.635 -0.598
C 2.458 3.238 0.498
O 0.350 2.183 -0.123
H 1.301 4.646 -1.336
H 0.381 3.475 -2.214
H 2.186 3.600 -2.453
H 2.226 1.838 -0.996
H 1.873 3.786 1.242
H 3.256 3.898 0.146
H 3.019 2.451 1.008
C -1.304 -3.840 -1.184
C -0.936 -2.995 0.013
O -1.040 -1.768 -0.079
N -0.336 -3.621 1.019
C 0.253 -2.962 2.197
H -0.926 -4.859 -1.068
H -0.729 -3.482 -2.041
H -2.350 -3.855 -1.473
H -0.238 -4.620 0.997
H 0.691 -3.731 2.824
H -0.543 -2.416 2.693
H 1.037 -2.301 1.837
C -3.843 2.254 -0.432
C -3.283 1.246 0.536
O -2.126 0.857 0.397
N -4.070 0.748 1.496
C -3.635 -0.287 2.410
H -2.988 2.658 -0.976
H -4.206 3.164 0.051
H -4.551 1.831 -1.139
H -4.986 1.137 1.635
H -2.768 -0.836 2.058
H -4.453 -0.937 2.719
H -3.344 0.193 3.354
C 3.176 -2.149 -2.007
C 2.893 -1.244 -0.836
O 1.786 -0.769 -0.613
N 3.981 -0.910 -0.107
C 3.950 -0.208 1.146
H 3.349 -3.179 -1.682
H 4.015 -1.854 -2.632
H 2.247 -2.218 -2.573
H 4.863 -1.135 -0.538
H 2.929 -0.230 1.527
H 4.346 0.806 1.124
H 4.530 -0.719 1.921
O -0.512 0.101 -2.302
C -0.929 -0.220 -3.406
N -2.159 -0.757 -3.560
C -0.085 -0.094 -4.638
H -2.426 -1.127 -4.454
H -2.738 -0.932 -2.757
H 0.534 -0.973 -4.823
H 0.581 0.755 -4.493
H -0.633 0.089 -5.563
O 0.313 0.070 1.984
C -0.143 0.852 2.831
N -0.367 2.134 2.510
C -0.392 0.445 4.257
H -0.027 2.394 1.564
H -0.796 2.787 3.138
H -0.363 -0.627 4.426
H -1.381 0.793 4.563
H 0.329 0.922 4.921

[5]
# C22H60AsF6O20S8

C22H60AsF6O20S8 as an isolated structure at a distorted geometry (ωB97M-V with the def2-TZVPD basis set, OMol25).

The max |F| comes out at 0.0830 hartree/bohr. The LUMO energy comes out at 1.532 eV. For the HOMO energy, the calculation gives -6.14 eV. The electronic energy comes out at -8399.45797 a.u. The total charge is -1.

Geometry (Å):
As -0.937 -0.295 0.558
F -0.668 -0.988 2.217
F -0.584 -1.871 -0.217
F -1.103 0.480 -1.040
F -1.399 1.211 1.373
F 0.880 0.018 0.434
F -2.678 -0.841 0.516
O 6.358 -2.882 -1.323
S 4.993 -2.781 -0.823
O 3.841 -3.255 -1.582
O 4.961 -3.527 0.655
C 6.038 -3.409 1.544
C 5.734 -4.241 2.833
C 4.559 -1.061 -0.264
H 6.314 -2.364 1.686
H 6.950 -3.829 1.119
H 5.660 -5.314 2.661
H 4.863 -3.861 3.367
H 6.486 -4.169 3.619
H 4.383 -0.397 -1.109
H 5.373 -0.798 0.413
H 3.640 -1.147 0.315
O -1.228 0.554 4.912
S -2.241 -0.185 5.596
O -2.510 -0.095 7.051
O -3.674 0.148 4.850
C -3.713 0.143 3.406
C -5.164 -0.095 2.975
C -1.983 -2.014 5.238
H -3.025 -0.607 3.016
H -3.158 1.057 3.195
H -5.669 -0.880 3.537
H -5.290 -0.190 1.896
H -5.661 0.804 3.340
H -2.923 -2.346 4.797
H -1.712 -2.549 6.148
H -1.171 -1.968 4.511
O 1.937 5.235 4.397
S 1.363 4.766 3.128
O 0.221 5.329 2.503
O 2.618 4.616 2.008
C 2.316 4.567 0.671
C 3.685 4.448 -0.055
C 0.921 2.983 3.384
H 1.761 5.446 0.342
H 1.678 3.704 0.479
H 4.267 3.582 0.261
H 4.251 5.379 -0.070
H 3.439 4.275 -1.103
H 0.641 2.527 2.434
H 0.127 2.858 4.121
H 1.801 2.501 3.808
O 0.830 -4.519 4.199
S 1.352 -4.786 2.842
O 2.475 -5.710 2.587
O 0.046 -5.076 1.746
C -1.078 -4.251 1.906
C -2.122 -4.747 0.915
C 2.058 -3.168 2.251
H -0.889 -3.207 1.657
H -1.490 -4.326 2.913
H -2.477 -5.753 1.137
H -1.735 -4.711 -0.103
H -2.977 -4.073 0.965
H 1.405 -2.313 2.429
H 2.372 -3.253 1.211
H 2.960 -2.983 2.835
O -3.883 5.551 0.564
S -4.005 4.073 0.339
O -4.453 3.095 1.366
O -5.111 3.826 -0.944
C -5.440 2.485 -1.428
C -6.139 2.840 -2.754
C -2.382 3.603 -0.454
H -6.014 1.842 -0.761
H -4.557 1.961 -1.795
H -5.460 3.232 -3.512
H -7.017 3.486 -2.717
H -6.489 1.946 -3.270
H -2.353 4.257 -1.326
H -2.375 2.523 -0.597
H -1.645 3.889 0.296
O 0.374 4.263 -2.140
S 0.836 3.323 -3.167
O -0.012 2.785 -4.249
O 2.139 4.069 -3.900
C 2.611 3.578 -5.144
C 4.060 4.033 -5.371
C 1.917 2.004 -2.315
H 1.993 4.119 -5.861
H 2.464 2.498 -5.149
H 4.507 3.632 -6.281
H 4.705 3.680 -4.566
H 4.030 5.093 -5.626
H 1.367 1.531 -1.501
H 2.818 2.453 -1.899
H 2.157 1.333 -3.140
C 0.675 -4.329 -2.208
S 1.163 -3.237 -3.600
O 0.098 -3.201 -4.721
C 1.095 -1.642 -2.717
H -0.240 -4.027 -1.700
H 1.494 -4.330 -1.488
H 0.583 -5.395 -2.419
H 1.733 -0.925 -3.233
H 1.420 -1.586 -1.678
H 0.049 -1.335 -2.741
C -3.402 -0.239 -4.378
S -3.825 -2.035 -3.967
O -2.556 -2.719 -4.487
C -3.389 -2.054 -2.121
H -3.318 0.016 -5.434
H -2.535 0.092 -3.807
H -4.189 0.330 -3.884
H -4.168 -1.635 -1.483
H -2.499 -1.458 -1.918
H -3.127 -3.095 -1.930

[6]
# C2H8N2O4

A 3-piece molecular cluster, C2H8N2O4 overall at a distorted geometry (ωB97M-V with the def2-TZVPD basis set, OMol25).

The SMILES is NC(=O)NC=O.O.O. The max |F| comes out at 0.0821 hartree/bohr. The LUMO energy comes out at 0.633 eV. For the HOMO energy, the calculation gives -10.49 eV. The electronic energy comes out at -491.47031 a.u.

Geometry (Å):
N -0.586 -1.924 -1.615
C -0.425 -0.958 -0.651
O -1.137 0.014 -0.580
N 0.809 -1.025 0.051
C 1.895 -1.775 -0.288
O 1.925 -2.708 -0.990
H 0.023 -2.691 -1.808
H -1.056 -1.991 -2.456
H 0.928 -0.372 0.719
H 2.911 -1.328 0.106
O -0.581 3.193 -0.119
H -0.106 2.416 0.138
H -0.803 3.231 -1.117
O -0.909 1.953 2.595
H -1.858 1.762 2.532
H -1.030 2.203 3.482

[7]
# C2H2O2S2

A single C2H2O2S2 molecule at a distorted geometry (ωB97M-V with the def2-TZVPD basis set, OMol25).

The SMILES is O=S(=O)=C1CS1. The max |F| comes out at 0.0557 hartree/bohr. The LUMO energy (alpha / beta) comes out at -2.156 / -2.145 eV. For the HOMO energy (alpha / beta), the calculation gives -9.56 / -9.55 eV. The electronic energy comes out at -1024.11979 a.u.

Geometry (Å):
O -0.517 -3.288 -2.580
S 0.146 -2.513 -1.585
O 0.753 -3.178 -0.467
C -0.943 -1.184 -0.977
C -0.359 -0.092 -0.177
S -1.026 0.469 -1.763
H -0.880 0.256 0.779
H 0.665 -0.102 -0.175

[8]
# C12H24Br4Cl8

A 6-piece molecular cluster, C12H24Br4Cl8 overall at a distorted geometry (ωB97M-V with the def2-TZVPD basis set, OMol25).

The SMILES is BrCCBr.BrCCBr.ClCCCl.ClCCCl.ClCCCl.ClCCCl. The max |F| comes out at 0.0407 hartree/bohr. The LUMO energy comes out at 0.260 eV. For the HOMO energy, the calculation gives -10.44 eV. The electronic energy comes out at -14449.22636 a.u.

Geometry (Å):
Br 14.412 10.688 5.988
C 14.257 8.743 5.438
C 12.934 8.210 5.970
Br 12.777 6.366 5.389
H 15.149 8.340 5.941
H 14.419 8.761 4.358
H 12.079 8.751 5.629
H 12.901 8.290 7.082
Br 9.769 12.556 6.846
C 11.636 12.754 7.415
C 11.569 12.893 8.897
Br 13.402 13.082 9.628
H 12.105 13.619 6.976
H 12.098 11.791 7.183
H 11.103 12.007 9.375
H 10.993 13.785 9.174
Cl 6.131 12.667 7.789
C 7.134 11.799 9.036
C 7.713 12.758 10.085
Cl 8.855 11.806 11.088
H 7.994 11.275 8.509
H 6.425 11.098 9.447
H 6.900 13.037 10.727
H 8.205 13.617 9.718
Cl 14.650 16.319 13.871
C 14.612 15.883 12.129
C 15.799 15.046 11.736
Cl 17.370 15.963 11.800
H 14.527 16.762 11.516
H 13.750 15.247 11.918
H 15.775 14.763 10.696
H 15.920 14.218 12.390
Cl 6.892 6.973 9.359
C 8.167 8.186 9.051
C 9.531 7.666 9.408
Cl 10.753 8.904 9.083
H 7.974 9.084 9.591
H 8.112 8.443 8.032
H 9.790 6.902 8.652
H 9.653 7.369 10.476
Cl 10.399 14.584 11.762
C 10.571 16.228 11.288
C 10.555 16.485 9.768
Cl 9.076 15.945 8.930
H 11.493 16.607 11.654
H 9.818 16.802 11.733
H 11.425 16.133 9.247
H 10.762 17.554 9.646